C39H54IrN2O2P2 as an isolated structure. Source: the OMol25 dataset; level of theory: ωB97M-V with the def2-TZVPD basis set.

```
! wB97M-V def2-TZVPD RIJCOSX def2/J DEFGRID3
* xyz 1 5
Ir -2.57761 3.57421 -2.40573
C -2.48215 1.55042 2.25149
C -3.26327 0.79165 1.33986
C -1.86207 -0.65928 2.45097
C -1.61831 0.65647 2.94293
C -2.89130 -0.57603 1.47114
C -2.59750 3.00831 2.46607
H -2.59146 3.54883 1.50920
H -1.76995 3.37926 3.07861
H -3.53715 3.26442 2.97928
C -0.65980 1.00009 4.00668
H -0.58649 2.08596 4.12584
H 0.34062 0.59573 3.78248
H -0.97116 0.57388 4.97297
C -1.19481 -1.88469 2.93360
H -1.67602 -2.28017 3.84419
H -0.14468 -1.67624 3.18288
H -1.21798 -2.68016 2.17702
C -3.49314 -1.69988 0.72392
H -4.59087 -1.64536 0.75466
H -3.18790 -2.65945 1.15473
H -3.19302 -1.69026 -0.33653
C -4.30833 1.34203 0.45205
H -5.06686 1.89623 1.02600
H -4.81588 0.54322 -0.09883
H -3.88642 2.04807 -0.28590
C -1.55700 4.34627 -3.79108
C -2.64975 5.25053 -3.23340
C -3.97740 5.35764 -3.99434
C -4.85425 4.09627 -3.89297
C -4.23247 2.97449 -3.06496
C -3.03410 2.21742 -3.63706
C -2.66912 2.48376 -5.08182
C -1.77473 3.77231 -5.17712
H -3.86270 5.64935 -5.04277
H -5.16513 3.77995 -4.89227
H -4.52271 6.17886 -3.50705
H -2.19508 4.49082 -5.89690
H -0.51290 4.56579 -3.49711
H -2.26469 6.21946 -2.93723
H -0.77793 3.46483 -5.51938
H -2.04586 1.62987 -5.37750
H -2.85582 1.19921 -3.24694
H -3.53068 2.55222 -5.76389
H -5.77439 4.37578 -3.36065
H -4.96604 2.30597 -2.63171
P 1.73203 1.19835 -1.50762
P -0.52132 -1.49913 -2.11627
C 1.07522 0.56182 -3.12861
C 1.03730 -0.96380 -2.94155
H 1.88024 0.79251 -3.84791
H 0.16556 1.03052 -3.50361
H 1.16703 -1.48056 -3.89186
H 1.90700 -1.25849 -2.30487
C 0.16393 -2.71607 -0.90474
H -0.43780 -3.63247 -0.93804
H 0.12054 -2.30102 0.11111
H 1.20873 -2.95945 -1.13649
C -1.17676 -2.62087 -3.40887
H -0.46076 -2.72296 -4.23361
H -2.10696 -2.17670 -3.78619
H -1.39505 -3.59896 -2.96509
C 0.48833 0.94656 -0.13374
H 0.20704 1.84407 0.42409
H 1.18774 0.35017 0.54002
H -0.35689 0.26113 -0.31902
C 2.06378 2.98738 -1.65256
H 1.35957 3.56093 -2.26705
H 3.06769 2.97501 -2.13722
H 2.21859 3.41113 -0.64040
O 3.46515 -0.89822 -1.09517
C 3.36866 -1.05047 0.11643
N 4.27021 -1.76103 0.89977
C 3.67370 -2.08839 2.16154
C 2.58468 -1.01271 2.21995
O 1.99085 -0.65748 3.24237
N 2.38223 -0.57822 0.95270
C 2.91028 -3.40930 2.11718
C 2.09535 -3.72353 3.21063
C 1.25218 -4.83313 3.16181
C 1.22528 -5.63911 2.01802
C 2.06764 -5.34359 0.93965
C 2.92555 -4.23841 0.99313
C 4.69268 -1.94368 3.26223
C 5.14723 -3.04412 3.99462
C 6.13578 -2.86016 4.96886
C 6.67631 -1.58999 5.19114
C 6.23124 -0.49766 4.43517
C 5.23972 -0.67753 3.46702
H 4.99365 -2.30018 0.43845
H 2.11448 -3.07244 4.08985
H 0.61765 -5.05438 4.02268
H 0.55807 -6.49870 1.97101
H 2.06759 -5.96580 0.04328
H 3.60144 -4.03321 0.15621
H 4.73021 -4.03488 3.79910
H 6.47335 -3.72318 5.54356
H 7.44673 -1.44963 5.94987
H 6.64554 0.49938 4.59029
H 4.88804 0.17261 2.87530
*
```

The HOMO energy (spin up / spin down) is -8.793 / -10.398 eV. Its LUMO energy (spin up / spin down) is -2.5 / -5.3 eV. The value obtained for the energy above the lowest of the compared OMol25 structures with the same formula, charge and spin is 99.06 kcal per mole. The calculation puts the largest force on an atom at 10.95 eV/A. Its electronic energy is -69796.787 eV.

Here are the Löwdin charges for atoms 1 to 6, given in e:
1. Ir 1.216
2. C -0.129
3. C -0.129
4. C -0.110
5. C -0.116
6. C -0.120